# 1
A 11-piece molecular cluster, C43H80F36N11O31S12 overall at a distorted geometry, computed with the ωB97M-V functional and the def2-TZVPD basis.

Computed properties:
Multiplicity ... 1
Highest occupied orbital energy ... -6.26 eV
E_LUMO ... -0.043 Eh
Net charge ... -1
ΔE to the lowest compared entry with this formula, charge and spin ... 6.0805 eV
Energy ... -12993.7779 hartree
Frontier orbital gap ... 5.09 eV

Each line ends with the Löwdin charge.
Geometry (Å):
C  -1.645  5.331  9.333  -0.023
C  -1.446  4.849  10.729  -0.291
C  -0.777  5.962  11.557  -0.216
O  -1.604  7.082  11.629  -0.212
C  -1.216  8.179  12.530  -0.016
N  -2.842  4.574  11.322  0.254
H  -3.404  4.158  10.593  0.152
H  -2.816  4.014  12.162  0.171
H  -3.285  5.469  11.475  0.153
H  -0.614  5.379  8.981  0.109
H  -2.145  6.298  9.283  0.107
H  -2.290  4.594  8.854  0.100
H  -0.933  3.888  10.708  0.158
H  0.222  6.078  11.136  0.138
H  -0.671  5.675  12.603  0.124
H  -1.310  7.733  13.520  0.085
H  -2.011  8.919  12.435  0.099
H  -0.200  8.522  12.333  0.096
C  6.501  -1.286  3.450  -0.088
C  6.669  -1.449  1.958  -0.253
C  6.975  -0.125  1.290  -0.106
N  6.960  -0.235  -0.271  -0.212
C  7.110  1.182  -0.843  -0.136
C  6.897  1.363  -2.293  -0.161
C  5.568  0.724  -2.720  -0.164
C  5.510  -0.774  -2.352  -0.138
C  5.657  -0.972  -0.791  -0.046
C  8.161  -1.011  -0.789  0.000
H  6.047  -2.177  3.883  0.069
H  5.812  -0.492  3.736  0.085
H  7.445  -1.168  3.983  0.083
H  5.779  -1.941  1.565  0.101
H  7.503  -2.079  1.649  0.104
H  7.969  0.204  1.593  0.140
H  6.254  0.610  1.648  0.139
H  6.351  1.740  -0.295  0.142
H  8.075  1.580  -0.532  0.138
H  6.784  2.435  -2.449  0.140
H  7.717  0.930  -2.867  0.120
H  4.698  1.236  -2.308  0.130
H  5.379  0.747  -3.793  0.126
H  4.558  -1.206  -2.660  0.123
H  6.267  -1.307  -2.927  0.105
H  4.893  -0.521  -0.158  0.139
H  5.754  -2.037  -0.581  0.116
H  8.302  -1.976  -0.303  0.094
H  9.055  -0.465  -0.490  0.106
H  8.239  -1.195  -1.861  0.104
C  0.875  -14.102  -4.718  -0.104
O  1.687  -12.979  -4.927  -0.173
C  2.372  -12.976  -6.152  -0.223
C  3.509  -11.919  -6.168  -0.052
N  3.094  -10.575  -5.550  0.083
H  2.887  -10.600  -4.562  0.172
H  3.922  -9.997  -5.564  0.165
C  2.040  -9.871  -6.454  -0.049
C  1.705  -8.461  -6.011  -0.175
O  1.156  -8.461  -4.671  -0.217
C  0.412  -7.300  -4.309  -0.080
H  0.392  -14.177  -3.744  0.102
H  1.239  -15.123  -4.838  0.092
H  0.093  -14.123  -5.478  0.093
H  1.595  -12.788  -6.893  0.122
H  2.710  -13.955  -6.492  0.136
H  3.750  -11.755  -7.218  0.137
H  4.264  -12.359  -5.516  0.137
H  1.215  -10.567  -6.305  0.133
H  2.440  -9.905  -7.467  0.141
H  0.952  -7.962  -6.621  0.138
H  2.566  -7.798  -5.930  0.132
H  0.162  -7.433  -3.256  0.097
H  -0.510  -7.186  -4.879  0.098
H  1.008  -6.391  -4.390  0.093
C  -1.573  7.789  -7.677  -0.082
O  -1.796  6.977  -6.536  -0.175
C  -1.974  5.614  -6.795  -0.226
C  -2.012  4.940  -5.494  -0.079
N  -3.083  5.517  -4.527  0.117
H  -3.037  6.526  -4.544  0.154
H  -3.988  5.164  -4.803  0.152
C  -2.841  5.144  -3.020  -0.034
C  -4.047  5.573  -2.155  -0.221
O  -4.256  6.918  -2.394  -0.193
C  -5.446  7.504  -1.909  -0.082
H  -2.441  7.748  -8.335  0.085
H  -0.694  7.524  -8.265  0.095
H  -1.560  8.849  -7.426  0.092
H  -1.100  5.202  -7.299  0.146
H  -2.885  5.385  -7.349  0.138
H  -1.143  5.011  -4.839  0.138
H  -2.166  3.873  -5.659  0.143
H  -1.947  5.639  -2.641  0.144
H  -2.877  4.061  -2.901  0.134
H  -3.907  5.339  -1.099  0.140
H  -4.944  5.076  -2.521  0.126
H  -6.355  7.038  -2.291  0.092
H  -5.460  8.575  -2.112  0.094
H  -5.561  7.381  -0.832  0.087
C  4.764  -6.559  4.126  -0.046
O  3.831  -5.439  3.997  -0.234
C  2.484  -5.821  3.625  -0.172
C  1.798  -4.581  2.933  -0.011
N  1.770  -3.317  3.914  0.090
H  2.672  -3.189  4.350  0.142
H  1.542  -2.460  3.431  0.169
C  0.700  -3.504  4.973  -0.070
C  0.978  -2.581  6.174  -0.166
O  2.312  -2.783  6.647  -0.185
C  2.630  -2.150  7.862  -0.113
H  4.775  -6.928  3.101  0.089
H  4.344  -7.181  4.917  0.094
H  5.748  -6.229  4.460  0.087
H  1.893  -6.240  4.439  0.123
H  2.531  -6.622  2.888  0.123
H  0.766  -4.621  2.582  0.136
H  2.358  -4.338  2.030  0.124
H  0.627  -4.559  5.236  0.131
H  -0.212  -3.264  4.427  0.147
H  0.256  -2.709  6.979  0.140
H  0.870  -1.563  5.799  0.130
H  3.708  -2.092  8.015  0.089
H  2.213  -2.549  8.787  0.092
H  2.377  -1.091  7.925  0.088
C  -1.659  -0.689  0.067  -0.676
F  -2.087  -1.428  -0.965  0.147
F  -2.435  0.319  0.269  0.185
F  -1.715  -1.471  1.161  0.106
S  0.096  0.014  -0.218  0.645
O  0.839  -1.109  -0.747  -0.339
O  -0.066  1.056  -1.184  -0.268
N  0.689  0.416  1.324  -0.307
S  0.736  1.858  1.318  0.429
O  1.937  2.393  0.691  -0.315
O  -0.465  2.579  1.046  -0.282
C  0.995  2.250  3.207  -0.649
F  -0.074  2.004  3.932  0.133
F  1.949  1.534  3.750  0.109
F  1.315  3.596  3.329  0.081
C  3.654  8.462  0.610  -0.619
F  3.832  9.539  1.411  0.113
F  4.488  7.488  0.978  0.122
F  2.387  7.983  0.779  0.090
S  3.823  8.836  -1.246  0.676
O  5.054  9.563  -1.380  -0.310
O  3.888  7.564  -1.918  -0.298
N  2.385  9.870  -1.466  -0.286
S  1.870  9.456  -2.797  0.466
O  2.744  9.762  -3.924  -0.324
O  1.185  8.184  -2.774  -0.331
C  0.384  10.725  -2.921  -0.585
F  0.785  11.979  -2.436  0.051
F  0.009  10.748  -4.200  0.123
F  -0.539  10.296  -2.056  0.111
C  -6.835  6.158  -7.452  -0.616
F  -6.011  5.543  -8.295  0.115
F  -6.100  6.977  -6.624  0.073
F  -7.661  6.924  -8.189  0.118
S  -7.864  4.859  -6.433  0.678
O  -8.400  5.694  -5.357  -0.324
O  -8.759  4.308  -7.432  -0.298
N  -6.527  3.831  -5.834  -0.302
S  -7.446  2.552  -5.557  0.556
O  -8.597  2.788  -4.652  -0.338
O  -7.780  1.649  -6.667  -0.329
C  -6.214  1.554  -4.444  -0.587
F  -4.943  1.671  -4.866  0.098
F  -6.367  2.059  -3.187  0.082
F  -6.590  0.233  -4.400  0.093
C  -4.923  1.463  6.977  -0.614
F  -4.145  1.356  8.095  0.062
F  -4.322  1.947  5.905  0.155
F  -5.210  0.183  6.744  0.120
S  -6.622  2.407  7.377  0.696
O  -7.027  2.956  6.099  -0.298
O  -7.569  1.357  7.837  -0.318
N  -6.143  3.501  8.637  -0.329
S  -7.153  4.608  8.350  0.472
O  -6.749  5.479  7.290  -0.305
O  -8.536  4.181  8.226  -0.311
C  -7.106  5.767  9.960  -0.596
F  -8.075  6.710  9.954  0.122
F  -7.153  5.024  11.090  0.088
F  -5.919  6.399  9.930  0.072
C  -4.474  -12.024  4.178  -0.673
F  -5.556  -11.967  5.008  0.109
F  -3.644  -12.954  4.598  0.133
F  -4.830  -12.387  2.979  0.154
S  -3.558  -10.314  4.262  0.712
O  -3.892  -9.872  5.625  -0.328
O  -2.146  -10.551  3.989  -0.330
N  -4.428  -9.509  2.919  -0.291
S  -4.639  -8.164  3.605  0.523
O  -5.676  -8.094  4.680  -0.344
O  -3.401  -7.438  3.926  -0.367
C  -5.402  -7.100  2.201  -0.640
F  -6.060  -6.060  2.822  0.092
F  -4.488  -6.692  1.336  0.129
F  -6.268  -7.838  1.521  0.122
C  1.244  -1.374  -7.946  -0.643
F  1.254  -1.042  -6.697  0.162
F  2.413  -2.060  -8.188  0.075
F  0.150  -2.120  -8.165  0.123
S  1.240  0.225  -9.035  0.718
O  -0.186  0.435  -9.370  -0.338
O  1.802  1.315  -8.218  -0.325
N  2.105  -0.227  -10.505  -0.289
S  3.436  0.480  -10.293  0.498
O  3.404  1.931  -10.316  -0.317
O  4.395  -0.073  -9.346  -0.341
C  4.288  -0.069  -11.964  -0.695
F  4.373  -1.406  -12.097  0.098
F  3.693  0.458  -13.036  0.121
F  5.519  0.302  -11.928  0.152

# 2
One molecule with the formula C17H16FNO at a distorted geometry, computed with the ωB97M-V functional and the def2-TZVPD basis.

Computed properties:
Multiplicity ... 1
Highest occupied orbital energy ... -7.89 eV
E_LUMO ... 0.012 Eh
ΔE to the lowest compared entry with this formula, charge and spin ... 11.7375 eV
Energy ... -886.8584 hartree
SMILES string ... C/C(=C\C(=O)c1ccccc1)NCc1ccc(F)cc1
Frontier orbital gap ... 8.22 eV

Each line ends with the Löwdin charge.
Geometry (Å):
C  -0.982  -0.508  -1.352  -0.025
C  -0.224  0.423  -0.471  -0.495
C  -0.871  1.424  0.278  0.071
C  -2.405  1.496  0.422  -0.457
O  -2.903  2.440  0.597  0.170
C  -3.420  0.262  0.349  -0.101
C  -3.149  -0.992  1.072  -0.062
C  -3.965  -1.903  0.703  -0.140
C  -5.190  -1.759  0.039  -0.136
C  -5.415  -0.620  -0.470  -0.109
C  -4.638  0.692  -0.348  0.074
N  0.942  0.259  -0.363  0.015
C  1.837  1.183  0.463  -0.047
C  3.221  0.587  0.188  -0.251
C  4.212  1.489  0.043  -0.026
C  5.610  0.999  -0.121  0.096
C  5.758  -0.392  0.324  -0.304
F  6.990  -0.985  0.197  0.050
C  4.779  -1.096  0.300  -0.158
C  3.589  -0.717  0.595  -0.042
H  -1.091  -1.644  -1.049  0.126
H  -2.079  -0.262  -1.660  0.109
H  -0.420  -0.337  -2.326  0.095
H  -0.418  1.919  0.882  -0.024
H  -2.204  -0.999  1.579  0.116
H  -3.717  -2.879  1.178  0.123
H  -5.802  -2.528  0.106  0.067
H  -6.366  -0.642  -1.103  0.122
H  -4.925  1.544  -0.912  0.091
H  1.517  -0.082  -1.268  0.220
H  1.819  2.154  -0.126  0.155
H  1.549  1.159  1.406  0.081
H  4.167  2.540  -0.419  0.139
H  6.484  1.460  -0.407  0.076
H  5.016  -2.135  0.762  0.185
H  2.692  -1.550  0.912  0.199